Record 1
The following is a quantum chemistry calculation of a molecular structure, C17H24GeO7V, from the Open Molecules 2025 dataset.

Cartesian coordinates (Å):
V -1.6487 -1.4798 0.5192
O -4.0069 -2.4750 -2.4757
C -2.9928 -2.7000 -1.9908
O -1.9758 -2.8814 -1.4313
C -1.8125 -3.9915 1.6423
O -2.8289 -4.3924 2.0107
O -0.7977 -3.5278 1.3044
O -4.8360 0.3200 2.5356
C -4.4140 1.5869 2.7309
C -5.2362 2.4111 3.4985
C -4.8715 3.7177 3.7476
C -3.6817 4.2327 3.2366
C -2.8700 3.4183 2.4758
C -3.2126 2.0919 2.2078
C -2.2611 1.2979 1.3687
O -1.2426 1.7586 0.9201
O -2.5988 0.0139 1.1873
H -4.1421 -0.1169 2.0068
H -6.1554 1.9947 3.8874
H -5.5193 4.3448 4.3467
H -3.3983 5.2573 3.4334
H -1.9402 3.7839 2.0605
C 2.7295 2.3074 -0.4955
C 2.3637 2.3294 -1.9748
C 1.7731 1.0232 -2.5018
C 0.4855 0.5845 -1.7889
Ge 0.6261 -0.6983 -0.2730
C 1.8115 -2.1702 -0.9309
C 3.2864 -1.9700 -0.5775
C 4.2043 -3.1097 -1.0152
C 4.2917 -3.2744 -2.5278
H 3.2240 3.2350 -0.2035
H 3.4061 1.4800 -0.2698
H 1.8455 2.1867 0.1313
H 3.2501 2.5764 -2.5670
H 1.6420 3.1331 -2.1530
H 2.5315 0.2364 -2.4497
H 1.5640 1.1599 -3.5677
H -0.1679 0.0807 -2.5100
H -0.0728 1.4558 -1.4379
H 1.4659 -0.0687 0.8703
H 1.6766 -2.2471 -2.0148
H 1.4748 -3.1253 -0.5131
H 3.3749 -1.8374 0.5050
H 3.6504 -1.0362 -1.0172
H 3.8533 -4.0437 -0.5636
H 5.2071 -2.9323 -0.6158
H 3.3256 -3.5406 -2.9583
H 5.0017 -4.0550 -2.8034
H 4.6183 -2.3446 -2.9988

Results
* HOMO (spin up / spin down): -8.1 / -7.6 eV
* spin multiplicity: 4
* orbital gap (spin up / spin down): 7.43 / 6.67 eV
* LUMO (spin up / spin down): -0.67 / -0.95 eV
* <S²>: 3.78

---

Record 2
The following is a quantum chemistry calculation of a gas-phase ion, C17H24N (charge +1), from the Open Molecules 2025 dataset.

Cartesian coordinates (Å):
C 1.7602 0.3882 0.7221
N 0.5266 -0.1154 0.6108
C -0.1844 -0.3800 -0.6811
C -1.3373 0.6344 -0.7600
C -0.9842 2.0024 -0.6728
C -1.9091 3.0034 -0.7636
C -3.2634 2.6911 -0.7627
C -3.6627 1.3625 -0.7801
C -2.6977 0.3427 -0.7786
C -0.5928 -1.8506 -0.6734
C 0.5750 -2.8267 -0.7491
C 1.3966 -2.6036 -2.0480
C 1.8142 -1.1560 -2.2075
C 0.7017 -0.1627 -1.9688
C -0.2340 -0.4096 1.8487
C 0.0036 0.6736 2.9060
C 1.4791 0.7168 3.2795
C 2.3384 0.9233 2.0058
H 2.3320 0.5782 -0.1635
H 0.0422 2.3341 -0.6268
H -1.5785 4.0756 -0.8179
H -4.0028 3.4562 -0.6970
H -4.7122 1.0922 -0.7621
H -3.1019 -0.6690 -0.8031
H -1.2558 -2.0528 -1.4990
H -1.1943 -2.1052 0.2059
H 1.2734 -2.6816 0.1052
H 0.2380 -3.8586 -0.7701
H 2.2900 -3.2603 -2.0896
H 0.8249 -2.8432 -2.9668
H 2.1815 -0.9759 -3.2144
H 2.6334 -0.9401 -1.5206
H 1.1288 0.8398 -1.9347
H 0.0293 -0.1509 -2.8030
H -1.2874 -0.4507 1.6251
H 0.0614 -1.4126 2.2383
H -0.2827 1.6952 2.5597
H -0.6535 0.4686 3.7544
H 1.6955 -0.2537 3.6888
H 1.7315 1.4990 4.0244
H 2.5850 1.9746 1.8300
H 3.2923 0.4078 2.1098

Results
* energy above the lowest of the compared OMol25 structures with the same formula, charge and spin: 0.0 kJ/mol
* HOMO: -12.4 eV
* orbital gap: 8.53 eV
* total charge: +1
* LUMO: -3.90 eV

---

Record 3
The following is a quantum chemistry calculation of 2 unconnected molecules or ions with the total composition C17H24N2O5, from the Open Molecules 2025 dataset.

Cartesian coordinates (Å):
C 2.9552 0.6128 2.5528
N 1.4936 0.5585 2.5702
C 0.7093 -0.5084 2.3906
O -0.4989 -0.3963 2.5391
C 1.3050 -1.8750 1.9963
C 0.6230 -2.4606 0.7392
C 0.6264 -1.5453 -0.5003
C 2.0414 -1.2722 -1.0136
C -0.1673 -2.2052 -1.6273
N 1.1160 -2.8213 3.1017
C 1.9144 -3.8172 3.4816
C 3.2293 -4.0486 2.7634
O 1.6005 -4.5426 4.4113
H 3.3322 0.4189 1.5486
H 3.2875 1.6050 2.8627
H 3.3676 -0.1231 3.2464
H 0.9939 1.4000 2.8193
H 2.3652 -1.7558 1.7893
H 1.1026 -3.4052 0.4810
H -0.4164 -2.6802 0.9906
H 0.1481 -0.5962 -0.2609
H 1.9889 -0.6795 -1.9271
H 2.6055 -0.7081 -0.2755
H 2.5532 -2.2111 -1.2249
H -0.2086 -1.5378 -2.4883
H 0.3043 -3.1426 -1.9215
H -1.1856 -2.4055 -1.2957
H 0.2622 -2.7296 3.6342
H 3.7056 -4.9320 3.1864
H 3.8756 -3.1864 2.9082
H 3.0452 -4.2110 1.7042
O -3.2762 2.6852 0.4722
C -2.8591 1.6911 -0.1136
O -2.7235 0.4664 0.4857
C -2.4588 1.7993 -1.5524
O -1.8853 0.8360 -2.0730
C -2.7049 3.0050 -2.3807
C -3.8960 3.7478 -2.2578
C -4.1099 4.8913 -3.0331
C -3.1368 5.3148 -3.9410
C -1.9547 4.5833 -4.0825
C -1.7431 3.4326 -3.3147
H -2.3081 -0.1425 -0.1459
H -4.6685 3.4497 -1.5523
H -5.0317 5.4551 -2.9217
H -3.3002 6.2079 -4.5378
H -1.1993 4.9056 -4.7933
H -0.8189 2.8731 -3.4399

Results
* energy above the lowest of the compared OMol25 structures with the same formula, charge and spin: 119.9 kJ/mol
* HOMO: -9.5 eV
* orbital gap: 8.66 eV
* LUMO: -0.83 eV

---

Record 4
The following is a quantum chemistry calculation of 2 unconnected molecules or ions with the total composition C17H24N2O5, from the Open Molecules 2025 dataset.

Cartesian coordinates (Å):
C -5.4153 -3.1226 -1.2145
O -5.2598 -1.7483 -0.7923
C -4.0247 -1.1937 -0.8811
C -3.8649 0.1154 -0.3630
C -2.6060 0.6425 -0.2163
C -1.4447 -0.1182 -0.5271
C -0.1071 0.3704 -0.2377
C 0.9976 -0.4307 -0.1192
C 2.3423 0.1650 -0.1928
O 2.5626 1.3669 -0.1676
O 3.4029 -0.6773 -0.2843
C 3.1305 -2.0794 -0.5913
C 2.7395 -2.2422 -2.0466
C 4.4127 -2.8305 -0.2385
O 2.1050 -2.5607 0.2982
C 0.9588 -1.8132 0.4325
O 0.0209 -2.2860 1.0368
C -1.6375 -1.3605 -1.1858
C -2.8972 -1.8905 -1.3821
H -6.4491 -3.3681 -0.9686
H -5.2509 -3.2075 -2.2987
H -4.7238 -3.7823 -0.6686
H -4.7515 0.6605 -0.0506
H -2.4788 1.6555 0.1647
H 0.0805 1.4214 -0.2025
H 1.8567 -1.6422 -2.2919
H 3.5808 -1.9269 -2.6756
H 2.5360 -3.3008 -2.2490
H 4.6838 -2.6458 0.8024
H 4.2757 -3.9029 -0.3796
H 5.2326 -2.5015 -0.8775
H -0.7704 -1.9114 -1.5522
H -2.9937 -2.8675 -1.8563
C 1.7617 3.3312 3.2039
N 1.6223 3.2060 1.7716
N 0.4963 2.9778 1.0913
C 0.4785 3.6013 -0.2501
C -0.7616 2.8917 1.8102
H 2.6197 2.7253 3.5174
H 1.9978 4.3822 3.4255
H 0.8957 3.0176 3.7990
H 2.4548 3.0477 1.2116
H -0.5514 3.6223 -0.6173
H 0.8865 4.6222 -0.2048
H 1.1007 3.0247 -0.9371
H -1.5275 3.4948 1.3003
H -1.0851 1.8444 1.8156
H -0.6319 3.2240 2.8395

Results
* energy above the lowest of the compared OMol25 structures with the same formula, charge and spin: 508.9 kJ/mol
* HOMO: -6.0 eV
* orbital gap: 5.36 eV
* LUMO: -0.61 eV